This record from the OMol25 dataset describes 2 unconnected molecules or ions with the total composition C2H3O4. The level of theory is ωB97M-V/def2-TZVPD.

For the HOMO-LUMO gap, the calculation gives 9.39 eV. Its net charge is -1. The relative energy (zero: lowest compared OMol25 entry of this formula, charge and spin) is 38.83 kJ/mol. For the HOMO energy, the calculation gives -5.02 eV.

Each line ends with the Mulliken charge.
Geometry (Å):
O1 -0.788 -0.767 -1.529  -0.624
C1 -0.480 0.412 -1.671  0.090
O2 0.453 1.054 -1.074  -0.681
H1 -1.021 1.087 -2.364  0.339
O3 -0.649 0.320 1.947  -0.531
C2 0.156 -0.525 1.645  0.152
O4 1.237 -0.320 0.904  -0.495
H2 0.154 -1.530 2.093  0.303
H3 0.939 0.269 0.049  0.447


This record from the OMol25 dataset describes 2 unconnected molecules or ions with the total composition C2H3O4P. The level of theory is ωB97M-V/def2-TZVPD.

For the HOMO-LUMO gap, the calculation gives 6.02 eV. Its net charge is -2. The relative energy (zero: lowest compared OMol25 entry of this formula, charge and spin) is 263.24 kJ/mol. For the HOMO energy, the calculation gives 1.02 eV.

Each line ends with the Mulliken charge.
Geometry (Å):
C1 -0.130 -0.306 -0.020  0.247
C2 1.043 -0.320 0.905  -0.536
O1 -3.178 -0.047 -1.417  -0.681
O2 -3.549 -1.226 0.829  -0.692
O3 -2.969 1.264 0.771  -0.683
O4 0.662 -1.433 -0.057  -0.384
P1 -3.066 -0.041 0.063  0.813
H1 -1.218 -0.449 0.320  -0.165
H2 -0.170 0.269 -0.963  0.186
H3 1.868 0.252 0.314  -0.105


This record from the OMol25 dataset describes a molecular structure, C2H3O5S2. The level of theory is ωB97M-V/def2-TZVPD.

For the HOMO-LUMO gap (alpha / beta), the calculation gives 9.04 / 9.04 eV. Its net charge is -1. The relative energy (zero: lowest compared OMol25 entry of this formula, charge and spin) is 488.86 kJ/mol. For the HOMO energy (alpha / beta), the calculation gives -5.86 / -5.86 eV.

Each line ends with the Mulliken charge.
Geometry (Å):
C1 1.236 0.530 0.865  -0.437
C2 -1.100 -0.747 -0.388  -0.233
O1 2.198 0.672 -1.680  -0.611
O2 0.468 2.197 -0.966  -0.572
O3 -1.254 1.070 1.557  -0.666
O4 -0.404 -1.040 2.276  -0.697
O5 -0.234 -0.278 -1.377  -0.430
S1 1.051 0.880 -0.813  0.990
S2 -0.413 -0.068 1.165  1.046
H1 1.703 -1.263 0.439  0.121
H2 -2.045 -0.165 -0.407  0.226
H3 -1.206 -1.789 -0.671  0.263


This record from the OMol25 dataset describes 2 unconnected molecules or ions with the total composition C2H3OS3. The level of theory is ωB97M-V/def2-TZVPD.

Its spin multiplicity is 3. For the HOMO-LUMO gap (alpha / beta), the calculation gives 5.26 / 5.46 eV. Its net charge is -1. For the HOMO energy (alpha / beta), the calculation gives -1.76 / -3.80 eV.

Each line ends with the Mulliken charge.
Geometry (Å):
C1 0.399 -0.385 -0.625  0.156
C2 0.131 1.039 -0.583  -0.422
O1 -0.135 -0.866 1.403  -0.575
S1 1.987 -0.701 -0.771  -0.295
S2 -1.002 1.820 0.254  -0.445
S3 -0.829 -1.185 -1.474  -0.323
H1 0.708 1.585 -1.341  0.289
H2 -0.294 -0.225 2.127  0.302
H3 -0.966 -1.083 1.010  0.314


This record from the OMol25 dataset describes a molecular structure, C2H3OSr. The level of theory is ωB97M-V/def2-TZVPD.

For the HOMO-LUMO gap, the calculation gives 7.40 eV. Its net charge is +1. The relative energy (zero: lowest compared OMol25 entry of this formula, charge and spin) is 87.41 kJ/mol. For the HOMO energy, the calculation gives -12.44 eV.

Each line ends with the Mulliken charge.
Geometry (Å):
O1 0.207 1.479 -0.897  -0.410
C1 0.433 0.431 -1.371  0.661
C2 0.444 -0.872 -1.194  -0.806
H1 1.353 -1.317 -0.782  0.309
H2 -1.210 0.247 3.699  -0.303
H3 -0.475 -1.415 -1.429  0.307
Sr1 -0.752 1.446 1.973  1.241


This record from the OMol25 dataset describes a molecular structure, C2H3OYb. The level of theory is ωB97M-V/def2-TZVPD.

Its spin multiplicity is 3. For the HOMO-LUMO gap (alpha / beta), the calculation gives 7.00 / 6.02 eV. Its net charge is +3. For the HOMO energy (alpha / beta), the calculation gives -24.06 / -26.57 eV.

Each line ends with the Mulliken charge.
Geometry (Å):
O1 0.136 -0.072 0.846  -0.269
Yb1 -1.235 1.563 1.688  2.077
H1 0.746 -0.676 1.293  0.393
C1 0.078 -0.277 -0.696  0.288
C2 -0.179 1.094 -0.774  -0.237
H2 -0.487 -1.182 -0.986  0.403
H3 0.940 -0.450 -1.371  0.344


Number 1: total energy -379.0594 Ha. Number 2: total energy -720.2612 Ha. Number 3: total energy -1250.4475 Ha. Number 4: total energy -1347.7417 Ha. Number 5: total energy -183.5973 Ha. Number 6: total energy -1310.3069 Ha.